*A*
Here is C6H10O in the gas phase from OMol25. Energies are from ωB97M-V/def2-TZVPD.

- gap between HOMO and LUMO (hartree) = 0.3941
- structure (SMILES) = C1C[C@H](C2CC2)O1
- HOMO (eV) = -9.528

Positions of all 17 atoms, in Å:
C -0.61261 -1.35834 1.58381
C -0.00573 -1.50427 0.18559
C -0.88899 -0.28704 -0.14647
C -0.36464 0.93133 -0.88444
C 0.27731 2.04419 -0.10357
C 1.10865 1.21490 -1.02772
O -1.14058 -0.06669 1.25830
H -1.41279 -2.08007 1.79435
H 0.06941 -1.31735 2.43918
H -0.20894 -2.42693 -0.36297
H 1.06561 -1.29104 0.15443
H -1.81946 -0.61419 -0.63195
H -0.98172 1.24097 -1.72475
H 0.37824 1.87347 0.96287
H 0.04932 3.06836 -0.38148
H 1.44587 1.65538 -1.96130
H 1.81361 0.51599 -0.58642

Now the Mulliken charges, all in e: -0.3429, -0.6457, 0.1692, -0.1845, -0.5120, -0.6582, -0.4954, 0.2303, 0.2815, 0.3119, 0.1406, 0.4198, 0.3790, 0.1876, 0.2738, 0.2893, 0.1559

---

*B*
Here is C6H10O in the gas phase from OMol25. Energies are from ωB97M-V/def2-TZVPD.

- gap between HOMO and LUMO (hartree) = 0.3846
- structure (SMILES) = O[C@@H]1C=CCCC1
- HOMO (eV) = -9.430

Positions of all 17 atoms, in Å:
O -1.96916 0.68982 1.55142
C -0.90894 0.74813 0.60906
C -1.28577 0.11639 -0.70765
C -0.36300 -0.27416 -1.58523
C 1.09894 -0.20297 -1.22770
C 1.27928 -0.62874 0.23439
C 0.41716 0.19900 1.20197
H -2.13216 -0.24341 1.74038
H -0.78555 1.82347 0.42919
H -2.35038 0.07561 -0.93288
H -0.65265 -0.66402 -2.55920
H 1.47476 0.82169 -1.36874
H 1.69425 -0.84394 -1.88672
H 1.00101 -1.68684 0.30678
H 2.33287 -0.55925 0.52700
H 0.15546 -0.41406 2.07282
H 0.99387 1.04326 1.59512

Now the Mulliken charges, all in e: -0.5620, 0.2418, -0.5248, -0.3777, -0.7393, -0.5672, -0.7035, 0.3526, 0.2742, 0.4029, 0.3969, 0.2743, 0.3598, 0.3081, 0.3290, 0.2771, 0.2579

---

Question: which arrangement is favored energetically? Ranking from most to least stable: *B*, *A*.

---

*A*
Here is 3 unconnected molecules or ions with the total composition C6H10O from OMol25. Energies are from ωB97M-V/def2-TZVPD.

- gap between HOMO and LUMO (hartree) = 0.3292
- HOMO (eV) = -8.049

Positions of all 17 atoms, in Å:
O 2.38663 -0.82734 0.02962
C 1.13830 -0.27055 0.06615
C -0.00979 -1.21631 0.38078
C -1.38051 -0.52046 0.19122
C -1.21342 0.91136 -0.30947
C -0.19046 1.68909 0.23541
C 1.04004 1.07041 0.44198
H 2.30202 -1.76782 -0.17092
H 0.46053 -0.02487 -1.42177
H 0.10980 -1.54726 1.41997
H 0.07349 -2.11122 -0.25048
H -1.91583 -0.49689 1.14756
H -2.00584 -1.08769 -0.50574
H -0.35468 0.39095 -1.47678
H -2.12646 1.39772 -0.64928
H -0.26217 2.77388 0.24669
H 1.94836 1.63700 0.62505

Now the Mulliken charges, all in e: -0.5160, 0.2391, -0.6155, -0.5338, -0.7023, -0.2505, -0.4091, 0.3268, 0.1939, 0.3035, 0.3650, 0.2805, 0.2798, -0.0574, 0.3993, 0.3299, 0.3668

---

*B*
Here is C6H10O in the gas phase from OMol25. Energies are from ωB97M-V/def2-TZVPD.

- gap between HOMO and LUMO (hartree) = 0.3862
- structure (SMILES) = C[C@H]1C[C@H]2OC[C@@H]12
- HOMO (eV) = -9.424

Positions of all 17 atoms, in Å:
C -1.71890 0.03730 -0.82649
C -0.74903 -0.58182 0.16883
C 0.50328 -1.32013 -0.38545
C 1.39365 -0.47893 0.51984
O 1.86764 0.71843 -0.31154
C 0.83897 1.51584 0.26377
C 0.19105 0.34054 1.00166
H -2.46519 0.66300 -0.32173
H -2.25672 -0.74183 -1.38011
H -1.19617 0.65979 -1.56188
H -1.30243 -1.23634 0.85276
H 0.54073 -2.40169 -0.28452
H 0.74244 -1.04325 -1.40662
H 2.17054 -0.93971 1.14524
H 0.23771 2.04685 -0.47443
H 1.25833 2.25529 0.95043
H -0.05593 0.50665 2.05024

Now the Mulliken charges, all in e: -1.5277, 0.2716, -1.0842, 0.2824, -0.4684, -0.5988, -0.2910, 0.3285, 0.3828, 0.3608, 0.3724, 0.3247, 0.3012, 0.3971, 0.2702, 0.2618, 0.4165

---

*C*
Here is C6H10O in the gas phase from OMol25. Energies are from ωB97M-V/def2-TZVPD.

- gap between HOMO and LUMO (hartree) = 0.4001
- structure (SMILES) = C[C@H]1C[C@]2(CO2)C1
- HOMO (eV) = -9.990

Positions of all 17 atoms, in Å:
C 0.97890 -1.73584 -1.41665
C 0.37622 -0.63802 -0.52229
C 0.18882 0.89233 -0.71520
C -0.27740 0.92261 0.74564
C -1.39585 1.65192 1.34115
O -0.04252 2.00273 1.62065
C 0.19924 -0.51022 1.01617
H 1.51518 -1.34116 -2.27583
H 1.53229 -2.48615 -0.85787
H 0.07801 -2.30602 -1.86758
H -0.54164 -1.08667 -0.87502
H 1.03812 1.56523 -0.89002
H -0.58601 1.10639 -1.45753
H -1.95151 2.37901 0.74632
H -1.94836 1.21886 2.17677
H -0.57002 -1.19653 1.38253
H 1.05075 -0.53718 1.70812

Now the Mulliken charges, all in e: -1.2714, 0.5797, -0.8378, 0.9359, -0.4918, -0.5318, -0.8409, 0.2874, 0.2872, 0.2919, -0.0199, 0.3037, 0.2663, 0.2359, 0.2361, 0.2654, 0.3041

---

Question: which arrangement is favored energetically? Ranking from most to least stable: *B*, *A*, *C*.

---

*A*
Here is C6H12N2O2 in the gas phase from OMol25. Energies are from ωB97M-V/def2-TZVPD.

- gap between HOMO and LUMO (hartree) = 0.3667
- structure (SMILES) = [H]/N=C(/O)[C@]1(CCO)CCN1
- HOMO (eV) = -9.196

Positions of all 22 atoms, in Å:
H -1.24834 0.94415 2.07993
N -1.34929 1.71249 1.41453
C -0.78353 1.36466 0.31201
O -1.12331 2.16869 -0.68515
C -0.37685 -0.03596 -0.08683
C 0.87142 0.01996 -0.97541
C 2.08081 0.69283 -0.35219
O 2.54768 -0.08266 0.73903
C -1.49639 -0.93167 -0.68608
C -1.08126 -1.97192 0.37108
N -0.30975 -0.93267 1.08000
H -1.86970 2.72964 -0.09599
H 0.61754 0.56338 -1.89646
H 1.13573 -1.01197 -1.25422
H 1.82523 1.71302 -0.01679
H 2.86751 0.79381 -1.11805
H 3.26962 0.37671 1.17456
H -2.50281 -0.52416 -0.53520
H -1.36635 -1.20860 -1.73850
H -1.88742 -2.42192 0.96709
H -0.45721 -2.77667 -0.04725
H 0.63667 -1.18114 1.34992

Now the Mulliken charges, all in e: 0.3050, -0.9645, -0.1237, -0.5525, 1.8421, -1.1928, -0.5089, -0.5219, -0.8121, -0.5658, -0.5732, 0.4014, 0.3598, 0.4288, 0.3566, 0.3543, 0.2966, 0.3196, 0.2855, 0.3260, 0.2660, 0.2738

---

*B*
Here is 2 unconnected molecules or ions with the total composition C6H12N2O2 from OMol25. Energies are from ωB97M-V/def2-TZVPD.

- gap between HOMO and LUMO (hartree) = 0.3716
- structure (SMILES) = CC(C)(C#N)CNC=O.O
- HOMO (eV) = -9.788

Positions of all 22 atoms, in Å:
C -0.90541 -1.99526 -0.46779
C -1.23346 -0.49306 -0.45545
C -1.79102 -0.07636 0.91712
C -2.25882 -0.21617 -1.48841
N -3.08958 -0.01118 -2.26610
C 0.01976 0.35043 -0.82109
N 1.04670 0.33624 0.19812
C 2.71190 0.37861 0.07822
O 3.27232 0.31002 -0.99749
H -1.80118 -2.59142 -0.25275
H -0.49208 -2.30598 -1.43588
H -0.15882 -2.19702 0.31111
H -1.10295 -0.41762 1.70250
H -1.89589 1.01422 0.99335
H -2.76171 -0.55298 1.10312
H 0.45615 -0.03290 -1.75185
H -0.28647 1.39015 -1.01074
H 0.81151 -0.02205 1.11598
H 3.11836 -0.07069 1.00489
O 2.36808 2.61387 0.90700
H 1.31626 2.04584 0.79289
H 2.65633 2.54331 1.82324

Now the Mulliken charges, all in e: -1.5917, 1.7524, -1.6441, -0.2610, -0.5134, -0.8256, -0.4022, 0.2319, -0.4668, 0.4314, 0.4001, 0.3308, 0.3879, 0.3485, 0.4453, 0.4226, 0.3461, 0.2554, 0.3270, -0.7325, 0.4460, 0.3121

---

Question: which arrangement is favored energetically? Ranking from most to least stable: *A*, *B*.